The following is a quantum chemistry calculation of an isolated molecule of C5H12N2, from the Open Molecules 2025 dataset.

Computed properties:
Gap between HOMO and LUMO: 9.51 eV
M: 100.165 Da
SMILES string: N/C=C/CCCN
ΔE to the lowest compared entry with this formula, charge and spin: 36.5 kcal/mol
Spin multiplicity: 1

Bonds (Å) are listed after each position.
Geometry (Å):
1 N -2.3404 0.3698 -2.1472  C2 1.422, H8 1.012, H9 1.015
2 C -1.2825 1.0017 -1.4379  N1 1.422, C3 1.339, H10 1.093
3 C -0.3900 0.2576 -0.7731  C2 1.339, C4 1.480, H11 1.085
4 C 0.6083 0.9173 0.0985  C3 1.480, C5 1.618, H12 1.108, H13 1.121
5 C 0.6116 0.3861 1.6273  C4 1.618, C6 1.505, H14 1.109, H15 1.096
6 C 0.7586 -1.1115 1.5926  C5 1.505, N7 1.533, H16 1.104, H17 1.093
7 N 1.9035 -1.5823 0.6880  C6 1.533, H18 1.016, H19 1.027
8 H -2.7712 0.8932 -2.8982  N1 1.012
9 H -3.0804 0.1640 -1.4835  N1 1.015
10 H -1.1374 2.0836 -1.3796  C2 1.093
11 H -0.5832 -0.8038 -0.6622  C3 1.085
12 H 0.5374 2.0228 0.0771  C4 1.108
13 H 1.6876 0.8734 -0.2022  C4 1.121
14 H 1.4743 0.8306 2.1646  C5 1.109
15 H -0.3026 0.7059 2.1403  C5 1.096
16 H -0.1684 -1.6033 1.2495  C6 1.104
17 H 0.9402 -1.5383 2.5818  C6 1.093
18 H 2.7409 -1.3423 1.2105  N7 1.016
19 H 1.8323 -2.5932 0.8523  N7 1.027